(1)
8
Properties=species:S:1:pos:R:3:forces:R:3:nbo_charge:R:1 method="wB97M-V/def2-TZVPD" smiles="C=P.S" lumo_ev=0.19 orbital_gap_ev=10.04
C 0.175253 0.140407 -0.545249 -1.5 -1.3 -0.9 -0.85
P 1.554419 0.255933 0.327474 0.5 -0.8 0.6 0.46
S -3.221845 -1.081425 -0.378277 0.3 -0.4 -1.3 -0.32
H -2.336833 -0.667895 0.540601 -0.8 0.2 0.6 0.16
H -0.125844 0.967263 -1.225589 -0.1 -1.1 0.4 0.23
H -0.427983 -0.861288 -0.513930 1.0 2.2 -0.1 0.22
H 1.975557 1.446247 -0.234605 0.2 0.9 -0.1 -0.07
H -4.454588 -1.003638 0.140925 0.4 0.3 0.8 0.16



(2)
8
Properties=species:S:1:pos:R:3:forces:R:3:nbo_charge:R:1 method="wB97M-V/def2-TZVPD" lumo_ev=-0.73 orbital_gap_ev=7.79
C 0.356540 1.118215 0.795604 2.8 -3.1 1.8 -0.64
P -0.293698 -1.002069 -0.551954 0.8 1.9 2.5 0.66
S -2.070348 -1.287149 -1.073482 -2.3 0.0 -0.2 -0.52
H -0.600866 1.478432 0.796126 -2.3 0.8 0.3 0.19
H 0.974121 1.116136 1.853096 -1.9 -0.5 -2.8 0.22
H 0.951340 1.519534 0.026081 0.7 0.4 -0.9 0.18
H 0.263465 -2.213057 -0.213006 0.7 -0.3 0.8 -0.03
H 0.419446 -0.730042 -1.632464 1.6 0.8 -1.5 -0.06



(3)
9
Properties=species:S:1:pos:R:3:forces:R:3:nbo_charge:R:1 method="wB97M-V/def2-TZVPD" lumo_ev="-0.31 / -0.93" orbital_gap_ev="7.77 / 6.66"
C -0.113721 0.241880 -1.904581 1.5 -1.6 -0.6 -0.62
P -0.234472 -1.277642 2.230020 2.1 -0.7 1.4 -0.04
S -0.580233 -0.600575 -0.454252 -0.3 0.6 -0.4 0.16
S 0.630480 1.815009 -1.902053 -0.8 -0.2 0.2 0.09
H 0.417343 -0.465194 -2.588266 -0.7 0.6 0.4 0.22
H 1.068390 -2.051069 2.489330 -1.6 0.7 -0.7 -0.01
H 0.358357 -0.294921 3.116536 -0.5 0.0 -0.5 -0.03
H -1.149203 0.471293 0.132842 0.0 -0.3 0.0 0.12
H -0.396940 2.161218 -1.119577 0.2 1.0 0.2 0.11